Entry from the OMol25 dataset: one molecule with the formula C21H27N3O4S at a distorted geometry (the ωB97M-V functional and the def2-TZVPD basis).

As for the molar mass: 417.53 g/mol. Its structure (SMILES) is CC(=O)c1ccc(-c2nnc(CCC(=O)N3CCC[C@H](C(=O)CC(C)C)C3)o2)s1. The frontier orbital gap is 8.2 eV. The value obtained for the energy is -45711.446 eV. The total charge is 0.

Each line ends with the Mulliken charge.
Positions of all 56 atoms, in Å:
C (4.715, -2.050, 2.742)  -1.335
C (3.533, -1.700, 3.606)  0.741
O (3.349, -2.168, 4.707)  -0.590
C (2.590, -0.733, 3.032)  0.466
C (1.451, -0.258, 3.644)  -0.912
C (0.742, 0.656, 2.863)  -0.629
C (1.347, 0.880, 1.647)  0.147
C (0.882, 1.726, 0.598)  0.139
N (-0.257, 2.360, 0.547)  0.117
N (-0.297, 2.992, -0.638)  -0.748
C (0.809, 2.728, -1.258)  0.853
O (1.607, 1.924, -0.526)  -0.236
C (1.214, 3.152, -2.616)  -0.854
C (0.644, 2.182, -3.666)  -0.639
C (1.234, 0.793, -3.435)  0.834
O (2.425, 0.619, -3.621)  -0.707
N (0.428, -0.217, -3.033)  0.305
C (-0.970, -0.180, -2.685)  -1.929
H (-1.391, 0.814, -2.825)  0.395
C (-1.182, -0.607, -1.219)  3.810
C (-2.683, -0.598, -0.952)  -0.351
O (-3.420, -1.367, -1.518)  -0.615
C (-3.149, 0.435, 0.035)  -0.903
H (-4.232, 0.544, -0.042)  0.514
H (-2.669, 1.388, -0.192)  0.332
C (-2.782, 0.033, 1.476)  1.875
C (-3.018, 1.218, 2.408)  -1.853
H (-4.058, 1.532, 2.365)  0.439
H (-2.790, 0.942, 3.436)  0.407
H (-2.388, 2.054, 2.117)  0.378
C (-3.594, -1.181, 1.916)  -1.697
H (-3.287, -1.506, 2.908)  0.443
H (-3.458, -2.010, 1.224)  0.363
H (-4.653, -0.936, 1.948)  0.372
H (-1.717, -0.223, 1.508)  -0.383
H (-0.687, 0.107, -0.560)  -1.982
C (-0.588, -2.001, -1.000)  -1.213
C (0.878, -2.007, -1.424)  0.004
H (1.295, -3.010, -1.327)  0.459
C (1.005, -1.541, -2.871)  -1.187
H (2.051, -1.484, -3.173)  0.505
H (0.474, -2.235, -3.533)  0.376
H (1.453, -1.336, -0.781)  -0.094
H (-0.681, -2.281, 0.051)  0.348
H (-1.154, -2.721, -1.594)  0.381
H (-1.517, -0.881, -3.328)  0.307
H (0.992, 2.505, -4.649)  0.443
H (-0.441, 2.214, -3.653)  0.293
H (0.840, 4.159, -2.800)  0.428
H (2.303, 3.135, -2.676)  0.323
S (2.798, -0.038, 1.460)  -0.192
H (-0.168, 1.147, 3.152)  0.650
H (1.161, -0.578, 4.629)  0.488
H (4.374, -2.464, 1.795)  0.377
H (5.340, -2.776, 3.254)  0.355
H (5.297, -1.155, 2.530)  0.383

Force components x, y, z for each atom (eV/Å):
C 0.1 -0.2 0.3
C 0.3 -0.2 0.0
O 0.0 0.0 -0.1
C -0.7 0.5 -0.2
C 0.5 -0.4 0.0
C 0.1 0.2 -0.6
C 0.7 -0.6 0.4
C -0.9 0.7 -0.3
N 0.6 -0.9 1.2
N 0.1 0.6 -1.3
C -0.5 0.4 0.1
O 0.2 -0.2 0.2
C 0.1 -0.2 -0.1
C 0.2 0.0 0.0
C -0.3 0.2 -0.2
O 0.4 0.2 -0.1
N 0.0 -0.3 0.0
C -0.4 0.2 0.2
H 0.0 -0.1 -0.1
C -0.1 -0.4 -0.3
C 0.3 0.4 0.2
O -0.1 -0.2 -0.1
C -0.1 -0.1 0.1
H 0.0 0.0 0.0
H 0.0 0.1 -0.1
C -0.2 0.1 0.0
C 0.2 -0.2 -0.2
H -0.2 0.0 0.0
H 0.0 0.0 0.2
H 0.0 0.1 0.0
C 0.3 0.1 -0.1
H 0.0 -0.1 0.1
H -0.1 -0.2 0.0
H -0.2 0.0 0.0
H 0.0 0.0 0.0
H 0.0 0.1 0.0
C 0.2 0.2 0.1
C -0.2 0.0 -0.2
H 0.1 0.0 0.0
C 0.5 -0.2 0.1
H -0.2 -0.1 0.0
H 0.0 0.0 0.0
H 0.1 0.0 0.0
H -0.1 -0.1 0.0
H -0.1 0.0 0.0
H 0.0 0.1 0.1
H -0.1 -0.1 0.0
H 0.0 0.0 0.0
H 0.1 0.0 0.1
H -0.1 0.1 0.0
S -0.4 0.1 0.5
H -0.2 0.1 0.1
H 0.0 -0.1 0.2
H 0.0 0.0 -0.1
H 0.0 0.0 0.0
H 0.1 0.1 0.0